{
  "formula": "C39H29IN4PPd",
  "method": "ωB97M-V with the def2-TZVPD basis set",
  "symbols": ["Pd", "C", "C", "C", "C", "C", "C", "N", "C", "C", "C", "C", "C", "C", "N", "N", "C", "C", "C", "C", "C", "N", "H", "H", "H", "H", "H", "H", "H", "H", "H", "H", "H", "H", "H", "I", "C", "C", "C", "C", "C", "C", "C", "C", "C", "P", "C", "C", "C", "C", "C", "C", "C", "C", "C", "C", "C", "C", "C", "H", "H", "H", "H", "H", "H", "H", "H", "H", "H", "H", "H", "H", "H", "H", "H"],
  "coordinates": [[-0.5109, 1.1393, 1.3209], [-4.9856, 2.1133, -1.6336], [-4.8257, 0.7365, -1.6690], [-4.0317, 0.0982, -0.7411], [-3.3450, 0.8444, 0.2343], [-3.5019, 2.2466, 0.2399], [-4.3190, 2.8673, -0.6761], [-2.4807, 0.3354, 1.1633], [-2.5546, -0.8852, 1.7771], [-3.6306, -1.7743, 1.7588], [-3.6056, -2.9204, 2.5371], [-2.5291, -3.2015, 3.3641], [-1.4502, -2.3341, 3.4277], [-1.4625, -1.1781, 2.6497], [-0.4915, -0.2260, 2.6854], [0.4013, -0.1622, 3.6042], [1.3185, 0.7962, 3.5493], [2.3434, 0.8260, 4.5176], [3.2920, 1.8102, 4.4613], [3.2106, 2.7739, 3.4505], [2.1810, 2.6957, 2.5344], [1.2519, 1.7472, 2.5583], [-5.6394, 2.5928, -2.3426], [-5.3296, 0.1563, -2.4274], [-3.9218, -0.9707, -0.7805], [-2.9945, 2.8168, 1.0163], [-4.4525, 3.9386, -0.6487], [-4.5133, -1.5378, 1.1916], [-4.4540, -3.5842, 2.5230], [-2.5408, -4.0799, 3.9874], [-0.6149, -2.5229, 4.0846], [2.3438, 0.0561, 5.2699], [4.0946, 1.8458, 5.1831], [3.9342, 3.5704, 3.3827], [2.0985, 3.4370, 1.7487], [-0.1649, 3.1396, -0.4456], [0.2542, 2.6282, -2.5147], [-0.0761, 3.6616, -3.3575], [0.2235, 3.6087, -4.7212], [0.8797, 2.5171, -5.2075], [1.2272, 1.4394, -4.3669], [1.9513, 0.3676, -4.9312], [2.3248, -0.7035, -4.1735], [1.9325, -0.7493, -2.8374], [1.2245, 0.2691, -2.2305], [0.7590, -0.1883, -0.5041], [2.3696, -0.4141, 0.3049], [3.4649, 0.3644, -0.0630], [4.6230, 0.3305, 0.6933], [4.6914, -0.4590, 1.8299], [3.5981, -1.2220, 2.2105], [2.4411, -1.2023, 1.4554], [0.0427, -1.8452, -0.7727], [-1.2906, -1.8275, -1.1781], [-1.9927, -3.0044, -1.3345], [-1.3627, -4.2168, -1.1011], [-0.0209, -4.2410, -0.7546], [0.6843, -3.0631, -0.5817], [0.8814, 1.4404, -2.9690], [-0.5551, 4.5450, -2.9662], [-0.0389, 4.4438, -5.3510], [1.1566, 2.4599, -6.2490], [2.2110, 0.4232, -5.9780], [2.8984, -1.5135, -4.5952], [2.1856, -1.6238, -2.2566], [3.4071, 0.9973, -0.9404], [5.4689, 0.9317, 0.3941], [5.5923, -0.4755, 2.4237], [3.6430, -1.8182, 3.1090], [1.5836, -1.7896, 1.7596], [-1.7583, -0.8692, -1.3742], [-3.0324, -2.9863, -1.6291], [-1.9187, -5.1380, -1.1860], [0.4796, -5.1866, -0.6098], [1.7277, -3.0971, -0.3028]],
  "forces_ev_per_angstrom": [[0.24, 0.04, 0.47], [0.00, 0.00, -0.01], [-0.11, 0.06, -0.06], [0.13, 0.02, 0.33], [-0.67, 0.46, -0.47], [0.09, -0.16, 0.22], [-0.12, 0.02, -0.05], [1.00, 0.16, 0.25], [0.21, -0.15, 0.37], [-0.12, -0.15, 0.11], [-0.17, 0.08, -0.12], [-0.01, 0.13, -0.13], [0.21, 0.48, -0.22], [-1.03, -1.01, 0.20], [0.66, 1.45, -1.20], [0.14, -1.19, 1.45], [0.33, 0.79, -0.30], [-0.22, -0.03, -0.11], [-0.05, 0.16, -0.18], [0.03, -0.11, 0.10], [0.17, 0.28, -0.14], [-0.81, -0.66, -0.04], [-0.05, 0.10, -0.14], [-0.06, -0.05, -0.04], [0.07, -0.16, -0.01], [-0.10, -0.12, -0.16], [0.01, 0.07, 0.04], [-0.12, 0.01, -0.11], [-0.12, -0.08, -0.02], [0.01, -0.16, 0.05], [0.04, 0.04, 0.02], [0.03, -0.08, 0.11], [0.02, -0.01, 0.07], [0.01, 0.06, -0.05], [-0.03, -0.05, -0.04], [0.13, 0.25, -0.78], [-0.32, 0.23, 0.38], [-0.04, -0.15, 0.71], [0.20, -0.24, -0.20], [-0.14, 0.28, 0.05], [-0.06, 0.06, 0.22], [0.05, -0.19, 0.18], [0.02, 0.17, -0.34], [-0.16, 0.34, 0.11], [0.20, -0.44, 0.26], [0.16, -0.09, -0.23], [-0.14, -0.02, -0.03], [-0.17, -0.09, -0.07], [0.07, 0.06, 0.02], [0.02, 0.02, -0.01], [0.07, -0.03, -0.02], [-0.02, -0.01, -0.23], [0.02, 0.21, 0.08], [0.20, 0.15, 0.04], [-0.09, -0.10, -0.05], [0.03, 0.00, 0.02], [-0.05, -0.20, 0.04], [-0.01, 0.17, 0.01], [0.20, -0.21, -0.26], [-0.07, 0.09, 0.09], [-0.03, 0.03, -0.10], [0.03, 0.00, -0.12], [0.01, 0.00, -0.09], [0.04, -0.08, -0.07], [0.05, -0.07, 0.01], [0.05, -0.02, -0.01], [0.09, 0.03, 0.01], [0.10, 0.00, 0.05], [0.01, -0.11, 0.07], [0.01, -0.02, 0.05], [-0.07, -0.04, 0.03], [-0.08, 0.00, -0.05], [-0.01, -0.10, -0.07], [0.03, -0.09, 0.04], [0.07, 0.00, 0.06]],
  "lowdin_charge": [0.5762, -0.0611, -0.0585, -0.0343, -0.2952, -0.0892, -0.0726, 0.0410, -0.2174, -0.0017, -0.0648, -0.0537, 0.0008, -0.2023, -0.1379, 0.0948, -0.3512, -0.0066, -0.0519, -0.0499, -0.1511, 0.0297, 0.1094, 0.1133, 0.0838, 0.0855, 0.1123, 0.1098, 0.1093, 0.1125, 0.1112, 0.1188, 0.1160, 0.1087, 0.0753, 1.1313, -0.4989, -0.1648, -0.0597, -0.0170, -0.1494, -0.0105, -0.0401, -0.0810, -0.2914, 1.0210, -0.3727, -0.0862, -0.0702, -0.0726, -0.0773, -0.1271, -0.3610, -0.1144, -0.0748, -0.0650, -0.0635, -0.0891, -0.1851, 0.0846, 0.1151, 0.1207, 0.1209, 0.1153, 0.1033, 0.1073, 0.1094, 0.1091, 0.1132, 0.0977, 0.0858, 0.1058, 0.1089, 0.1098, 0.1040],
  "spin_multiplicity": 3,
  "e_lumo_ha": [-0.121, -0.180],
  "homo_ha": [-0.33263, -0.37413],
  "e_above_lowest_kj_mol": 99.2,
  "largest_force_ha_per_bohr": 0.0387,
  "charge": 1,
  "energy_ha": -2489.27315
}